(1)
ORCA calculation (ωB97M-V/def2-TZVPD) on a cluster of 2 separate species, C4H4F2 in total at a distorted geometry.

```
10
Properties=species:S:1:pos:R:3
C -0.510 1.502 0.453
C 0.460 1.640 -0.409
C 0.444 0.454 0.379
C -0.210 -1.793 -0.408
F -1.594 1.808 1.073
F 1.236 2.544 -0.973
H 1.124 0.011 1.149
H -0.511 -2.032 0.615
H 0.507 -2.556 -0.746
H -0.946 -1.578 -1.134
```

As for the spin multiplicity: 3. As for the HOMO energy (spin up / spin down): -5.7 / -11.6 eV. The value obtained for the energy is -354.2327 a.u. The molar mass comes out at 90.1 g mol⁻¹. For the gap between HOMO and LUMO (spin up / spin down), the calculation gives 6.31 / 11.02 eV. The total charge is 0. The value obtained for the LUMO energy (spin up / spin down) is 0.022 / -0.020 Ha.

---

(2)
ORCA calculation (ωB97M-V/def2-TZVPD) on an isolated molecule of C4H7N3 at a distorted geometry.

```
14
Properties=species:S:1:pos:R:3
N -2.217 0.498 1.202
C -0.780 0.440 1.293
C 0.124 0.182 0.125
C 1.199 -0.707 0.140
N 1.542 -0.851 -1.205
C 0.993 0.254 -1.904
N 0.120 0.782 -1.036
H -2.542 1.377 0.608
H -2.308 -0.436 0.740
H -0.392 1.351 1.764
H -0.817 -0.400 1.980
H 1.197 -1.640 0.766
H 2.399 -1.362 -1.534
H 1.483 0.511 -2.939
```

As for the spin multiplicity: 1. As for the HOMO energy: -8.6 eV. The value obtained for the energy is -320.8171 a.u. The molar mass comes out at 97.1 g mol⁻¹. For the gap between HOMO and LUMO, the calculation gives 9.46 eV. The total charge is 0. The value obtained for the LUMO energy is 0.032 Ha. Its SMILES is NCc1c[nH]cn1.

---

(3)
ORCA calculation (ωB97M-V/def2-TZVPD) on a cluster of 3 separate species, C34H68BrN5O13P3 in total at a distorted geometry.

```
124
Properties=species:S:1:pos:R:3
C -4.143 4.377 -0.852
O -4.392 3.606 -2.021
C -3.201 3.415 -2.773
C -2.388 2.236 -2.198
C -1.626 1.516 -3.349
C -0.206 2.113 -3.447
C 0.538 1.735 -4.736
C 0.520 0.222 -5.023
C 1.077 -0.635 -3.863
C 2.244 -1.581 -4.283
N 3.271 -1.604 -3.249
C 4.419 -0.910 -3.000
N 4.908 0.115 -3.743
C 4.273 0.701 -4.901
C 4.678 -0.066 -6.175
O 5.668 -0.683 -6.232
Br 3.526 0.033 -7.738
P 6.457 0.762 -3.236
O 7.442 -0.303 -3.237
O 6.923 1.881 -4.255
O 6.320 1.344 -1.757
N 5.004 -1.376 -1.917
C 4.248 -2.358 -1.415
C 4.556 -3.107 -0.180
C 5.815 -4.016 -0.298
C 6.978 -3.432 0.526
C 6.869 -3.860 1.996
N 7.408 -2.871 2.903
C 8.395 -3.073 3.843
C 8.662 -1.901 4.503
C 7.770 -0.892 3.974
C 7.068 -1.564 3.013
N 3.194 -2.487 -2.223
C 2.147 -3.480 -1.938
H -4.624 3.895 0.003
H -3.078 4.484 -0.624
H -4.559 5.383 -0.966
H -2.618 4.344 -2.770
H -3.487 3.212 -3.807
H -3.009 1.528 -1.652
H -1.622 2.638 -1.527
H -2.153 1.618 -4.299
H -1.513 0.462 -3.077
H -0.276 3.203 -3.380
H 0.374 1.786 -2.577
H 0.115 2.223 -5.618
H 1.564 2.115 -4.643
H 1.088 0.031 -5.940
H -0.502 -0.095 -5.238
H 0.296 -1.190 -3.338
H 1.501 0.039 -3.108
H 1.848 -2.580 -4.459
H 2.624 -1.253 -5.246
H 4.611 1.723 -5.078
H 3.189 0.779 -4.820
H 6.418 2.705 -4.160
H 5.454 1.139 -1.380
H 4.712 -2.369 0.612
H 3.709 -3.714 0.137
H 6.095 -4.256 -1.323
H 5.541 -4.971 0.163
H 7.938 -3.730 0.108
H 6.912 -2.342 0.488
H 5.831 -4.046 2.299
H 7.433 -4.781 2.143
H 8.901 -4.010 4.020
H 9.400 -1.744 5.272
H 7.686 0.146 4.244
H 6.310 -1.065 2.419
H 1.659 -3.180 -1.007
H 1.387 -3.552 -2.708
H 2.607 -4.443 -1.728
O -10.380 3.508 0.056
P -9.473 2.582 0.777
O -10.241 2.207 2.160
C -11.428 1.415 2.098
C -11.138 -0.032 1.742
O -8.330 3.599 1.349
C -8.267 4.956 0.910
C -9.104 5.868 1.787
O -8.396 1.338 0.861
C -8.028 0.683 -0.369
C -7.465 1.653 -1.389
H -12.131 1.855 1.385
H -11.884 1.465 3.086
H -10.825 -0.123 0.697
H -12.027 -0.648 1.876
H -10.333 -0.430 2.361
H -8.562 5.034 -0.136
H -7.219 5.258 0.965
H -10.084 5.441 1.995
H -9.240 6.840 1.310
H -8.615 6.024 2.750
H -8.898 0.162 -0.780
H -7.286 -0.073 -0.115
H -8.215 2.391 -1.693
H -7.141 1.123 -2.284
H -6.620 2.205 -0.977
O 1.793 -0.121 4.947
P 1.162 -1.342 4.390
O 0.468 -2.098 5.644
C -0.662 -1.493 6.278
C -1.909 -1.553 5.414
O 2.453 -2.312 4.147
C 3.787 -1.807 4.261
C 4.322 -1.944 5.673
O 0.331 -2.178 3.226
C -0.085 -1.466 2.051
C 1.078 -0.813 1.323
H -0.428 -0.459 6.548
H -0.829 -2.045 7.202
H -1.823 -0.879 4.556
H -2.788 -1.251 5.985
H -2.065 -2.560 5.028
H 3.835 -0.774 3.916
H 4.407 -2.396 3.582
H 3.590 -1.629 6.415
H 5.228 -1.351 5.798
H 4.561 -2.987 5.888
H -0.830 -0.713 2.326
H -0.577 -2.189 1.401
H 1.556 -0.046 1.941
H 0.733 -0.332 0.406
H 1.844 -1.553 1.076
```

As for the spin multiplicity: 1. As for the HOMO energy: -10.0 eV. The value obtained for the energy is -6186.2003 a.u. The molar mass comes out at 927.8 g mol⁻¹. For the gap between HOMO and LUMO, the calculation gives 7.17 eV. The total charge is +1. The value obtained for the LUMO energy is -0.105 Ha.

---

The lowest energy belongs to which entry?
C34H68BrN5O13P3

---

Look up the energy of the second one.
-320.8171 a.u.

---

Look up the total charge of the first one.
0